*one*
{
  "formula": "C9H14",
  "method": "the ωB97M-V functional and the def2-TZVPD basis",
  "homo_energy_ev": -9.02,
  "spin_multiplicity": 1,
  "symbols": ["C", "C", "C", "C", "C", "C", "C", "H", "H", "H", "H", "H", "H", "H", "H", "C", "C", "H", "H", "H", "H", "H", "H"],
  "positions_angstrom": [[-0.671, 0.699, -1.126], [-1.191, -0.316, -0.158], [-1.168, -0.056, 1.216], [-1.556, -1.012, 2.139], [-2.147, -2.198, 1.722], [-2.266, -2.438, 0.358], [-1.777, -1.514, -0.551], [0.291, 0.439, -1.564], [-0.654, 1.694, -0.688], [-1.339, 0.744, -1.992], [-1.009, 0.952, 1.558], [-1.553, -0.784, 3.174], [-2.495, -2.934, 2.433], [-2.783, -3.326, 0.018], [-1.886, -1.735, -1.609], [2.568, 1.045, -0.003], [3.012, 1.909, -1.221], [3.214, 1.152, 0.861], [1.586, 1.414, 0.252], [2.484, -0.012, -0.240], [4.012, 2.322, -1.115], [2.285, 2.696, -1.370], [3.045, 1.258, -2.094]]
}

*two*
{
  "formula": "C9H14",
  "method": "the ωB97M-V functional and the def2-TZVPD basis",
  "homo_energy_ev": -8.96,
  "spin_multiplicity": 1,
  "symbols": ["C", "C", "C", "C", "C", "C", "C", "H", "H", "H", "H", "H", "H", "H", "H", "C", "C", "H", "H", "H", "H", "H", "H"],
  "positions_angstrom": [[3.200, 0.958, -2.160], [2.108, 0.997, -1.100], [1.182, 2.022, -1.181], [0.015, 1.922, -0.409], [-0.120, 0.952, 0.567], [0.874, -0.011, 0.706], [1.920, -0.072, -0.204], [3.717, 0.003, -2.155], [3.871, 1.752, -1.797], [2.800, 1.221, -3.129], [1.280, 2.749, -1.975], [-0.875, 2.545, -0.506], [-1.151, 0.783, 0.839], [0.690, -0.810, 1.425], [2.610, -0.895, -0.131], [-3.021, -1.118, 1.681], [-2.606, -2.429, 1.068], [-3.408, -0.309, 1.060], [-3.624, -1.178, 2.579], [-2.112, -0.683, 2.144], [-3.385, -3.132, 0.745], [-2.001, -2.300, 0.166], [-1.965, -2.966, 1.767]]
}

The computed energies, referenced to the most stable structure and given in eV, are *one* 0.000; *two* 0.405.

*one*
{
  "formula": "C9H14",
  "method": "the ωB97M-V functional and the def2-TZVPD basis",
  "homo_energy_ev": -8.99,
  "spin_multiplicity": 1,
  "symbols": ["C", "C", "C", "C", "C", "C", "C", "H", "H", "H", "H", "H", "H", "H", "H", "C", "C", "H", "H", "H", "H", "H", "H"],
  "positions_angstrom": [[-2.966, -1.489, 0.485], [-1.722, -0.886, 1.162], [-1.607, -0.688, 2.520], [-0.503, -0.003, 3.098], [0.324, 0.661, 2.223], [0.256, 0.421, 0.844], [-0.839, -0.215, 0.281], [-2.698, -1.503, -0.567], [-3.908, -0.979, 0.677], [-3.185, -2.508, 0.822], [-2.480, -0.802, 3.156], [-0.553, 0.074, 4.174], [1.176, 1.234, 2.576], [1.099, 0.778, 0.269], [-0.988, -0.325, -0.780], [1.976, 0.198, -2.998], [2.674, 1.380, -2.247], [1.102, 0.437, -3.596], [2.772, -0.315, -3.535], [1.612, -0.503, -2.239], [2.440, 2.317, -2.763], [3.744, 1.254, -2.321], [2.275, 1.463, -1.245]]
}

*two*
{
  "formula": "C9H14",
  "method": "the ωB97M-V functional and the def2-TZVPD basis",
  "homo_energy_ev": -9.10,
  "spin_multiplicity": 1,
  "symbols": ["C", "C", "C", "C", "C", "C", "C", "H", "H", "H", "H", "H", "H", "H", "H", "C", "C", "H", "H", "H", "H", "H", "H"],
  "positions_angstrom": [[0.933, 2.577, 0.690], [-0.070, 1.456, 0.708], [0.173, 0.313, 1.461], [-0.795, -0.669, 1.658], [-2.046, -0.482, 1.096], [-2.286, 0.619, 0.278], [-1.330, 1.617, 0.145], [0.517, 3.542, 0.372], [1.789, 2.346, 0.062], [1.303, 2.803, 1.688], [1.151, 0.169, 1.915], [-0.488, -1.467, 2.329], [-2.860, -1.186, 1.233], [-3.282, 0.654, -0.141], [-1.585, 2.547, -0.339], [1.095, -2.206, -0.974], [1.150, -1.589, -2.380], [0.079, -2.529, -0.766], [1.911, -2.892, -0.747], [1.206, -1.426, -0.218], [1.998, -1.995, -2.936], [1.265, -0.511, -2.296], [0.169, -1.689, -2.838]]
}

*three*
{
  "formula": "C9H14",
  "method": "the ωB97M-V functional and the def2-TZVPD basis",
  "homo_energy_ev": -9.02,
  "spin_multiplicity": 1,
  "symbols": ["C", "C", "C", "C", "C", "C", "C", "H", "H", "H", "H", "H", "H", "H", "H", "C", "C", "H", "H", "H", "H", "H", "H"],
  "positions_angstrom": [[-0.046, -2.018, -0.077], [0.454, -0.964, 0.864], [1.054, 0.207, 0.407], [1.607, 1.120, 1.297], [1.790, 0.767, 2.623], [1.340, -0.473, 3.061], [0.642, -1.299, 2.208], [0.624, -2.878, -0.076], [-0.205, -1.683, -1.096], [-1.012, -2.431, 0.227], [0.931, 0.547, -0.610], [1.887, 2.096, 0.920], [2.228, 1.479, 3.308], [1.573, -0.768, 4.077], [0.180, -2.241, 2.480], [-1.289, 1.324, -1.839], [-2.007, 0.897, -3.107], [-1.936, 1.887, -1.167], [-1.066, 0.492, -1.164], [-0.270, 1.684, -1.975], [-1.293, 0.548, -3.855], [-2.574, 1.706, -3.564], [-2.613, 0.003, -2.943]]
}

The computed energies, referenced to the most stable structure and given in eV, are *one* 0.464; *two* 0.000; *three* 0.061.

*one*
{
  "formula": "C9H14",
  "method": "the ωB97M-V functional and the def2-TZVPD basis",
  "homo_energy_ev": -9.02,
  "spin_multiplicity": 1,
  "symbols": ["C", "C", "C", "C", "C", "C", "C", "H", "H", "H", "H", "H", "H", "H", "H", "C", "C", "H", "H", "H", "H", "H", "H"],
  "positions_angstrom": [[0.802, 0.399, 1.728], [1.542, -0.070, 0.476], [2.184, -1.306, 0.394], [2.862, -1.662, -0.760], [2.909, -0.797, -1.840], [2.324, 0.453, -1.752], [1.597, 0.787, -0.619], [-0.196, 0.630, 1.370], [1.340, 1.283, 2.061], [0.811, -0.332, 2.528], [2.121, -1.988, 1.230], [3.242, -2.662, -0.918], [3.464, -1.124, -2.710], [2.471, 1.202, -2.527], [1.172, 1.770, -0.446], [-3.418, -0.310, 0.349], [-3.735, 1.157, 0.076], [-4.303, -0.950, 0.314], [-2.676, -0.689, -0.351], [-3.035, -0.401, 1.367], [-2.832, 1.771, 0.078], [-4.417, 1.543, 0.838], [-4.228, 1.295, -0.886]]
}

*two*
{
  "formula": "C9H14",
  "method": "the ωB97M-V functional and the def2-TZVPD basis",
  "homo_energy_ev": -8.73,
  "spin_multiplicity": 1,
  "symbols": ["C", "C", "C", "C", "C", "C", "C", "H", "H", "H", "H", "H", "H", "H", "H", "C", "C", "H", "H", "H", "H", "H", "H"],
  "positions_angstrom": [[-2.180, 1.655, 2.205], [-1.511, 0.554, 1.530], [-1.624, -0.797, 1.822], [-1.239, -1.753, 0.882], [-0.698, -1.450, -0.376], [-0.830, -0.130, -0.739], [-1.024, 0.856, 0.231], [-3.329, 1.463, 1.933], [-1.793, 2.561, 1.798], [-2.225, 1.649, 3.278], [-2.279, -1.105, 2.581], [-1.293, -2.810, 1.062], [-0.380, -2.250, -1.017], [-0.640, 0.187, -1.693], [-0.623, 1.851, -0.013], [2.990, -0.804, -1.490], [2.353, 0.578, -1.880], [3.985, -0.632, -1.003], [2.281, -1.155, -0.703], [3.016, -1.423, -2.371], [2.512, 1.329, -1.107], [3.180, 0.852, -2.750], [1.351, 0.775, -2.179]]
}

*three*
{
  "formula": "C9H14",
  "method": "the ωB97M-V functional and the def2-TZVPD basis",
  "homo_energy_ev": -9.03,
  "spin_multiplicity": 1,
  "symbols": ["C", "C", "C", "C", "C", "C", "C", "H", "H", "H", "H", "H", "H", "H", "H", "C", "C", "H", "H", "H", "H", "H", "H"],
  "positions_angstrom": [[0.605, -2.040, -0.779], [-0.501, -1.396, -0.002], [-1.045, -0.152, -0.356], [-2.011, 0.465, 0.413], [-2.526, -0.140, 1.564], [-2.055, -1.412, 1.859], [-1.087, -2.047, 1.079], [1.090, -2.818, -0.186], [1.432, -1.442, -1.158], [0.129, -2.513, -1.644], [-0.523, 0.432, -1.105], [-2.300, 1.493, 0.228], [-3.297, 0.300, 2.178], [-2.376, -1.886, 2.780], [-0.602, -2.898, 1.542], [1.685, 2.294, -0.105], [2.018, 1.714, -1.505], [2.062, 1.573, 0.615], [2.265, 3.221, -0.080], [0.681, 2.604, 0.176], [1.326, 0.920, -1.782], [2.022, 2.450, -2.305], [3.010, 1.279, -1.427]]
}

*four*
{
  "formula": "C9H14",
  "method": "the ωB97M-V functional and the def2-TZVPD basis",
  "homo_energy_ev": -8.87,
  "spin_multiplicity": 1,
  "symbols": ["C", "C", "C", "C", "C", "C", "C", "H", "H", "H", "H", "H", "H", "H", "H", "C", "C", "H", "H", "H", "H", "H", "H"],
  "positions_angstrom": [[-1.553, 0.021, 0.654], [-0.173, 0.388, 0.729], [0.425, -0.267, 1.782], [1.841, -0.066, 1.988], [2.629, 0.734, 1.113], [1.973, 1.369, -0.028], [0.568, 1.244, -0.160], [-2.264, 0.600, 1.228], [-1.781, -1.106, 0.918], [-1.958, 0.079, -0.406], [-0.170, -0.810, 2.538], [2.324, -0.527, 2.833], [3.677, 0.900, 1.415], [2.582, 1.915, -0.692], [0.194, 1.587, -1.140], [-1.267, -1.176, -2.542], [-2.869, -1.360, -2.302], [-0.918, -1.391, -3.503], [-1.071, -0.158, -2.153], [-0.460, -2.009, -1.904], [-3.196, -2.233, -1.707], [-3.107, -0.513, -1.664], [-3.300, -1.652, -3.172]]
}

The computed energies, referenced to the most stable structure and given in eV, are *one* 0.000; *two* 1.798; *three* 0.255; *four* 2.356.